Molecular formula: C25H37ClNO4ReSb2Se3Te
Method: DFT, ωB97M-V/def2-TZVPD

Geometry as XYZ:
```
75
C25H37ClNO4ReSb2Se3Te (ωB97M-V/def2-TZVPD)
Re -1.29 1.33 -1.40
C 0.47 -1.21 -4.15
Sb 0.60 -0.73 -2.09
C 2.59 0.04 -2.17
C 1.37 -2.64 -1.41
C 0.46 -3.77 -1.07
C -0.27 -4.37 -2.09
C -1.16 -5.40 -1.83
C -1.31 -5.85 -0.52
C -0.55 -5.30 0.49
C 0.36 -4.27 0.24
C 1.23 -3.78 1.36
Sb 0.71 -1.81 2.07
C -1.35 -2.33 2.41
C 1.34 -2.17 4.08
H 1.34 -1.80 -4.40
H 0.47 -0.30 -4.75
H -0.44 -1.77 -4.35
H 3.19 -0.69 -2.71
H 3.00 0.16 -1.17
H 2.64 1.00 -2.70
H 2.07 -2.38 -0.61
H 1.96 -2.87 -2.30
H -0.15 -4.02 -3.10
H -1.73 -5.85 -2.63
H -2.01 -6.65 -0.30
H -0.64 -5.68 1.50
H 2.28 -3.75 1.06
H 1.15 -4.45 2.21
H -1.40 -3.22 3.03
H -1.83 -2.53 1.45
H -1.88 -1.52 2.91
H 1.04 -3.17 4.38
H 0.88 -1.44 4.75
H 2.42 -2.08 4.16
Se -0.98 1.97 -3.64
Se -2.41 -2.16 -1.97
Te -3.37 0.01 -2.40
Se -2.57 0.75 -4.78
C 0.92 4.97 -2.50
C 1.86 4.13 -1.68
C 3.24 4.29 -1.78
C 4.10 3.57 -0.98
Cl 5.81 3.80 -1.14
C 3.62 2.65 -0.05
C 2.26 2.46 0.05
C 1.41 3.19 -0.76
O 0.03 2.97 -0.63
C -0.63 3.82 0.32
C -2.11 3.49 0.35
O -2.83 3.96 1.19
O -2.53 2.66 -0.59
H 1.33 5.16 -3.49
H 0.77 5.94 -2.02
H -0.06 4.51 -2.61
H 3.64 5.00 -2.49
H 4.31 2.10 0.57
H 1.85 1.73 0.74
H -0.49 4.86 0.03
H -0.20 3.66 1.31
C -2.80 1.31 3.79
N -1.77 1.18 2.76
C -0.42 1.60 3.14
C -2.06 0.76 1.54
C -3.47 0.35 1.26
O -1.15 0.70 0.66
H -2.36 1.83 4.64
H -3.14 0.33 4.13
H -3.64 1.90 3.42
H -0.44 2.65 3.43
H 0.25 1.44 2.30
H -0.08 1.01 3.99
H -3.90 -0.21 2.08
H -3.48 -0.28 0.38
H -4.08 1.24 1.09
```

## Properties
Charge: +1
LUMO (alpha / beta) (eV): -4.964 / -4.249
2S+1: 2
Total energy (eV): -267260.226
E_HOMO (alpha / beta) (Ha): -0.38300 / -0.37946

Atom charges from the Mulliken analysis, given in e for atoms 1 to 2: 0.824 -1.246